62
Properties=species:S:1:pos:R:3 method="wB97M-V/def2-TZVPD" homo_lumo_gap_ev=8.751 e_above_lowest_ev=0.417 total_charge=0 smiles="COc1ccc(CCN2C(=O)c3[nH]nc(-c4ccccc4O)c3[C@@H]2c2ccc(C)cc2)cc1OC"
C 4.123 2.936 -1.782
O 3.408 2.902 -0.574
C 3.255 1.702 0.052
C 3.725 0.488 -0.416
C 3.501 -0.682 0.299
C 2.812 -0.658 1.496
C 2.506 -1.931 2.231
C 1.323 -2.683 1.592
N 0.077 -1.975 1.723
C -0.805 -2.237 2.728
O -0.664 -3.058 3.612
C -1.912 -1.310 2.470
N -3.105 -0.938 2.961
N -3.636 0.029 2.208
C -2.785 0.297 1.207
C -3.060 1.313 0.205
C -2.124 1.571 -0.797
C -2.354 2.530 -1.761
C -3.537 3.255 -1.742
C -4.477 3.018 -0.761
C -4.257 2.053 0.221
O -5.215 1.875 1.149
C -1.663 -0.546 1.343
C -0.346 -0.945 0.768
C -0.428 -1.505 -0.632
C 0.422 -1.044 -1.628
C 0.349 -1.568 -2.906
C -0.568 -2.563 -3.216
C -0.666 -3.119 -4.603
C -1.411 -3.025 -2.211
C -1.343 -2.504 -0.934
C 2.345 0.564 1.979
C 2.548 1.739 1.276
O 2.109 2.969 1.662
C 1.350 3.068 2.841
H 5.153 2.585 -1.654
H 4.135 3.982 -2.086
H 3.632 2.341 -2.560
H 4.270 0.434 -1.345
H 3.871 -1.618 -0.092
H 3.373 -2.593 2.206
H 2.261 -1.722 3.273
H 1.518 -2.857 0.530
H 1.195 -3.642 2.102
H -3.597 -1.282 3.770
H -1.207 1.005 -0.816
H -1.615 2.712 -2.526
H -3.725 4.007 -2.493
H -5.403 3.570 -0.727
H -4.925 1.176 1.770
H 0.375 -0.118 0.784
H 1.148 -0.275 -1.399
H 1.016 -1.199 -3.671
H -1.522 -2.681 -5.119
H -0.810 -4.197 -4.578
H 0.229 -2.895 -5.178
H -2.128 -3.802 -2.434
H -2.002 -2.876 -0.162
H 1.811 0.578 2.917
H 1.094 4.121 2.936
H 0.428 2.478 2.779
H 1.924 2.754 3.719

=====

13
Properties=species:S:1:pos:R:3 method="wB97M-V/def2-TZVPD" homo_lumo_gap_ev=10.650 e_above_lowest_ev=0.631 total_charge=0 smiles="[H]/N=C/N.O.O"
H -0.033 -1.692 1.908
N 0.109 -0.999 1.178
C 0.507 0.119 1.588
N 0.720 1.193 0.760
H 0.665 0.419 2.632
H 0.550 1.164 -0.226
H 0.500 2.083 1.166
O 0.891 0.630 -2.862
H 1.476 0.500 -2.101
H 0.451 1.426 -2.530
O -2.165 -1.564 -0.813
H -1.267 -1.234 -0.689
H -2.405 -2.044 -0.011

=====

8
Properties=species:S:1:pos:R:3 method="wB97M-V/def2-TZVPD" homo_lumo_gap_ev=7.718 e_above_lowest_ev=1.235 total_charge=-1
C -1.281 1.006 -1.499
N 0.890 -1.144 1.197
O -1.487 2.001 -2.055
O -1.411 -0.073 -1.103
O 1.804 -1.899 0.834
O 1.041 0.026 0.458
O 0.007 -1.515 1.995
S 0.437 1.598 0.173

=====

76
Properties=species:S:1:pos:R:3 method="wB97M-V/def2-TZVPD" homo_lumo_gap_ev=6.978 total_charge=-1
O 6.890 -5.602 -0.319
C 5.698 -5.689 -0.720
Br 4.394 -6.583 0.483
C 5.341 -5.104 -2.184
Al 3.892 -3.678 -1.961
N 3.294 -3.456 -0.143
C 3.290 -2.209 0.202
S 2.829 -0.581 0.256
O 4.075 -2.019 -2.801
C 2.661 -1.733 -3.100
C 1.728 -3.028 -3.363
C 0.578 -3.425 -2.307
C -0.461 -2.249 -1.955
C -1.402 -2.605 -0.664
C -1.932 -4.136 -0.847
C -1.257 -5.329 -0.064
C -1.699 -6.835 -0.238
C -2.869 -7.078 -1.279
C -3.561 -5.878 -2.045
C -3.110 -4.391 -1.856
O 2.628 -4.196 -3.266
H 6.262 -4.779 -2.778
H 4.870 -6.000 -2.755
H 2.771 -1.304 -4.179
H 2.205 -0.812 -2.563
H 1.207 -3.162 -4.374
H 0.017 -4.332 -2.765
H 0.993 -3.820 -1.297
H -1.131 -2.063 -2.878
H 0.060 -1.253 -1.664
H -2.323 -1.931 -0.596
H -0.821 -2.571 0.324
H -0.391 -5.138 0.656
H -1.215 -7.712 0.309
H -3.261 -8.134 -1.508
H -4.414 -6.058 -2.803
H -3.555 -3.478 -2.395
C 3.254 5.213 2.512
C 3.020 4.061 1.559
C 3.723 4.202 0.241
O 2.907 3.415 -0.618
C 1.649 3.443 -0.093
O 0.669 3.039 -0.650
O 1.654 3.999 1.155
H 2.523 5.194 3.324
H 4.258 5.168 2.939
H 3.137 6.174 2.007
H 3.266 3.112 2.049
H 4.745 3.819 0.265
H 3.733 5.228 -0.141
C -7.561 -3.110 1.094
C -6.116 -2.751 0.822
C -5.714 -1.398 1.333
O -4.633 -1.065 0.472
C -4.857 -1.718 -0.704
O -4.243 -1.526 -1.720
O -5.875 -2.618 -0.575
H -7.866 -3.962 0.480
H -7.709 -3.363 2.146
H -8.230 -2.284 0.839
H -5.456 -3.539 1.201
H -5.390 -1.420 2.374
H -6.493 -0.638 1.215
C 0.188 10.811 2.095
C 0.692 9.393 2.255
C 0.039 8.632 3.370
O 1.035 7.671 3.698
C 2.236 8.229 3.371
O 3.302 7.776 3.675
O 2.060 9.376 2.651
H 0.868 11.392 1.467
H -0.807 10.824 1.645
H 0.136 11.325 3.060
H 0.615 8.859 1.301
H -0.887 8.142 3.063
H -0.155 9.241 4.259

=====

20
Properties=species:S:1:pos:R:3 method="wB97M-V/def2-TZVPD" homo_lumo_gap_ev=8.643 e_above_lowest_ev=5.105 total_charge=+1 smiles=CN(C)CCC#[N+]N
C -1.174 1.363 -1.142
N -1.321 0.219 -0.325
C -1.897 0.266 0.982
C -0.762 -0.970 -0.743
C 0.830 -1.351 0.131
C 2.101 -0.797 0.168
N 3.064 -0.092 0.250
N 4.114 0.636 0.243
H -1.094 1.038 -2.204
H -2.025 2.079 -1.162
H -0.162 1.846 -0.955
H -1.406 0.850 1.711
H -2.956 0.534 1.007
H -1.827 -0.791 1.411
H -1.082 -1.953 -0.510
H -0.458 -0.856 -1.756
H 1.061 -2.409 -0.301
H 0.390 -1.551 1.175
H 4.790 0.657 0.988
H 3.956 1.508 -0.234

=====

43
Properties=species:S:1:pos:R:3 method="wB97M-V/def2-TZVPD" homo_lumo_gap_ev=8.710 e_above_lowest_ev=3.537 total_charge=0 smiles="CC(C)C[C@H](NC(=O)[C@@H](N)Cc1ccc(O)cc1)C(=O)O"
C -4.362 1.844 -0.214
C -2.948 1.563 0.221
C -2.207 2.976 0.668
C -2.049 0.717 -0.724
C -2.133 -0.773 -0.382
N -1.017 -1.506 -0.922
C 0.259 -1.680 -0.480
O 1.108 -2.282 -1.056
C 0.550 -1.335 1.029
N -0.459 -2.116 1.768
C 2.050 -1.581 1.369
C 2.974 -0.783 0.551
C 3.984 -1.426 -0.196
C 4.944 -0.707 -0.955
C 4.835 0.691 -0.816
O 5.851 1.346 -1.394
C 3.734 1.296 -0.244
C 2.819 0.648 0.567
C -3.427 -1.362 -0.915
O -4.300 -1.635 -0.078
O -3.489 -1.488 -2.243
H -4.716 0.925 -0.695
H -4.909 2.091 0.681
H -4.559 2.770 -0.848
H -2.933 0.967 1.165
H -2.112 3.838 -0.088
H -1.206 2.689 0.966
H -2.575 3.442 1.602
H -2.504 0.826 -1.699
H -0.997 1.071 -0.755
H -2.102 -0.997 0.707
H -0.968 -1.908 -1.831
H 0.418 -0.241 1.196
H -0.406 -1.855 2.762
H -0.106 -3.041 1.707
H 2.306 -2.633 1.533
H 2.250 -1.197 2.400
H 3.944 -2.494 0.150
H 5.626 -1.188 -1.602
H 5.656 2.294 -1.338
H 3.698 2.430 -0.275
H 2.053 1.147 1.144
H -2.575 -1.342 -2.440

=====

11
Properties=species:S:1:pos:R:3 method="wB97M-V/def2-TZVPD" homo_lumo_gap_ev=10.838 e_above_lowest_ev=1.351 total_charge=0 smiles="NC(=O)c1nn[nH]n1"
N -2.042 1.038 0.067
C -1.419 -0.124 0.003
O -1.955 -1.247 -0.023
C 0.076 0.028 -0.041
N 0.787 -1.077 0.000
N 2.073 -0.744 0.053
N 2.004 0.543 0.001
N 0.804 1.142 -0.062
H -1.452 1.891 0.080
H -3.027 1.181 -0.088
H 2.798 1.169 0.017

=====

192
Properties=species:S:1:pos:R:3 method="wB97M-V/def2-TZVPD" homo_lumo_gap_ev=9.721 e_above_lowest_ev=0.817 total_charge=0 smiles=COCCOC.COCCOC.COCCOC.COCCOC.COCCOC.COCCOC.COCCOC.COCCOC.COCCOC.COCCOC.COCCOC.COCCOC
C -1.842 -4.524 -1.121
O -3.088 -4.110 -0.616
C -3.925 -5.122 -0.118
C -5.319 -4.729 -0.495
O -5.412 -4.847 -1.911
C -6.425 -4.041 -2.454
H -1.921 -5.047 -2.080
H -1.331 -5.157 -0.375
H -1.183 -3.656 -1.192
H -3.835 -5.267 0.962
H -3.701 -6.039 -0.679
H -5.539 -3.698 -0.200
H -6.067 -5.424 -0.092
H -6.194 -2.982 -2.285
H -7.385 -4.250 -1.962
H -6.482 -4.314 -3.503
C 5.386 5.368 6.297
O 4.977 4.413 7.239
C 3.606 4.139 7.241
C 3.115 3.354 6.046
O 3.682 2.067 6.034
C 3.568 1.471 4.771
H 4.833 6.306 6.448
H 5.265 5.034 5.256
H 6.453 5.533 6.433
H 3.029 5.083 7.261
H 3.375 3.604 8.161
H 3.291 3.868 5.097
H 2.026 3.228 6.186
H 4.065 2.078 4.000
H 2.526 1.312 4.466
H 4.130 0.537 4.758
C 1.230 -4.719 -3.918
O 0.987 -4.799 -5.302
C 2.012 -5.449 -5.984
C 1.623 -5.612 -7.425
O 2.422 -6.597 -8.114
C 2.244 -7.918 -7.666
H 0.271 -4.578 -3.419
H 1.777 -3.793 -3.679
H 1.819 -5.548 -3.516
H 2.215 -6.413 -5.486
H 2.995 -4.960 -5.873
H 1.986 -4.739 -7.969
H 0.573 -5.856 -7.582
H 2.521 -8.097 -6.622
H 2.921 -8.544 -8.253
H 1.224 -8.279 -7.848
C -1.986 5.113 -3.058
O -2.529 3.811 -3.171
C -2.849 3.499 -4.502
C -3.460 2.121 -4.576
O -4.851 2.208 -4.242
C -5.523 0.973 -4.474
H -1.856 5.311 -1.995
H -2.686 5.854 -3.464
H -1.036 5.219 -3.597
H -1.941 3.491 -5.119
H -3.594 4.192 -4.915
H -3.048 1.484 -3.788
H -3.307 1.694 -5.571
H -5.401 0.638 -5.508
H -6.558 1.133 -4.186
H -5.097 0.197 -3.821
C 0.376 2.155 1.790
O 0.024 0.962 1.122
C -0.169 1.130 -0.254
C -0.812 -0.097 -0.855
O 0.141 -1.012 -1.411
C 1.035 -1.541 -0.456
H 1.362 2.429 1.399
H 0.500 1.920 2.847
H -0.371 2.950 1.686
H 0.797 1.302 -0.774
H -0.715 2.053 -0.488
H -1.426 0.192 -1.695
H -1.349 -0.639 -0.064
H 1.648 -2.259 -1.002
H 0.519 -2.015 0.387
H 1.705 -0.768 -0.062
C -3.321 0.373 4.773
O -4.090 0.378 3.609
C -3.314 0.293 2.447
C -4.197 0.413 1.244
O -4.601 1.767 1.141
C -5.628 1.984 0.204
H -3.169 -0.647 5.155
H -3.806 0.987 5.531
H -2.303 0.761 4.617
H -2.684 -0.604 2.438
H -2.634 1.159 2.353
H -5.086 -0.225 1.365
H -3.680 0.125 0.318
H -5.214 2.299 -0.761
H -6.251 2.780 0.610
H -6.231 1.089 0.021
C 4.592 4.389 1.498
O 3.713 3.524 0.839
C 2.825 4.133 -0.066
C 3.432 5.011 -1.138
O 4.177 4.142 -1.965
C 4.628 4.709 -3.161
H 4.164 4.690 2.466
H 4.761 5.315 0.943
H 5.536 3.882 1.678
H 2.123 4.776 0.506
H 2.215 3.369 -0.542
H 3.983 5.887 -0.785
H 2.590 5.358 -1.759
H 5.324 5.546 -3.018
H 3.792 5.073 -3.775
H 5.156 3.931 -3.711
C -2.322 4.410 5.113
O -1.394 5.345 4.618
C -0.108 4.846 4.514
C 0.637 5.613 3.426
O 0.445 7.005 3.592
C 0.939 7.519 4.765
H -3.289 4.905 5.095
H -2.109 4.125 6.158
H -2.325 3.469 4.549
H -0.085 3.764 4.332
H 0.420 5.010 5.467
H 0.216 5.309 2.467
H 1.722 5.434 3.410
H 0.758 8.591 4.808
H 2.034 7.381 4.866
H 0.501 7.098 5.680
C -3.694 -2.733 -4.162
O -3.083 -1.992 -5.189
C -1.681 -1.897 -5.030
C -1.064 -1.341 -6.283
O -1.572 -0.020 -6.555
C -0.624 0.737 -7.274
H -4.760 -2.585 -4.297
H -3.366 -2.329 -3.192
H -3.434 -3.797 -4.178
H -1.228 -2.854 -4.733
H -1.512 -1.229 -4.168
H -1.372 -1.944 -7.141
H 0.013 -1.277 -6.086
H -0.176 0.152 -8.085
H 0.178 1.080 -6.610
H -1.166 1.584 -7.691
C 3.304 -1.648 -7.610
O 2.858 -1.112 -6.386
C 3.745 -1.258 -5.306
C 2.959 -0.878 -4.061
O 3.777 -0.562 -2.966
C 4.314 0.757 -3.015
H 4.061 -1.003 -8.089
H 2.469 -1.687 -8.305
H 3.772 -2.630 -7.448
H 4.640 -0.634 -5.441
H 4.069 -2.310 -5.290
H 2.401 -1.768 -3.755
H 2.203 -0.139 -4.351
H 4.614 0.988 -1.995
H 3.573 1.514 -3.304
H 5.144 0.839 -3.723
C 1.118 -4.704 2.281
O 0.042 -4.499 3.181
C -1.025 -3.777 2.570
C -2.134 -3.487 3.550
O -3.029 -4.555 3.646
C -2.623 -5.525 4.588
H 1.606 -3.740 2.070
H 0.800 -5.164 1.339
H 1.840 -5.331 2.798
H -1.364 -4.409 1.733
H -0.631 -2.886 2.047
H -2.611 -2.582 3.166
H -1.671 -3.213 4.507
H -2.516 -5.097 5.592
H -1.656 -5.961 4.314
H -3.348 -6.335 4.609
C 0.236 -0.853 4.680
O 1.097 -1.733 5.337
C 1.003 -1.702 6.729
C 1.532 -0.377 7.342
O 2.108 -0.428 8.600
C 3.410 -0.959 8.584
H 0.477 0.218 4.748
H -0.812 -0.949 4.997
H 0.295 -1.140 3.629
H 1.569 -2.555 7.119
H -0.013 -1.877 7.110
H 0.579 0.159 7.450
H 2.125 0.202 6.630
H 4.151 -0.223 8.228
H 3.521 -1.810 7.903
H 3.674 -1.215 9.606